[1]
A cluster of 8 separate species, C20H44O20 in total in a non-equilibrium geometry, computed with ωB97M-V with the def2-TZVPD basis set.

Geometry (Å):
C 10.41262 -24.16509 -3.22128
O 9.85348 -23.76886 -1.93938
C 8.82103 -22.91636 -2.02656
O 8.11601 -22.71804 -3.01951
O 8.57145 -22.54106 -0.78821
C 7.39674 -21.67837 -0.63936
H 9.63363 -24.40400 -3.90727
H 10.87965 -25.13730 -3.05564
H 11.08807 -23.36455 -3.60525
H 7.39525 -21.21243 0.31402
H 6.56605 -22.33588 -0.78910
H 7.53049 -20.91761 -1.42434
C 5.77410 -17.27458 -5.49945
O 4.45872 -16.99424 -5.97565
C 3.40810 -17.33450 -5.19640
O 2.36299 -17.55239 -5.65102
O 3.78397 -17.53314 -3.94561
C 2.80554 -18.05790 -3.02311
H 6.05619 -16.56496 -4.72686
H 6.44663 -17.24604 -6.31925
H 5.69808 -18.26218 -5.04896
H 1.80481 -17.90151 -3.42271
H 2.85306 -17.45970 -2.14507
H 3.23550 -19.02679 -2.74718
C 11.77969 -20.50821 1.10922
O 11.74349 -19.24221 0.29233
C 10.53733 -18.65279 0.17668
O 10.41768 -17.63677 -0.55405
O 9.52088 -19.23123 0.80147
C 8.33046 -18.53939 0.44387
H 11.36656 -20.20370 2.04894
H 12.84051 -20.71111 1.12365
H 11.29235 -21.30560 0.53030
H 8.21659 -18.39425 -0.63679
H 8.34029 -17.54428 0.88970
H 7.52276 -19.17275 0.91862
C 11.11127 -20.82715 -5.53028
O 10.83525 -21.02738 -4.14185
C 9.97592 -20.23447 -3.47704
O 9.98149 -20.22009 -2.25607
O 9.21221 -19.54721 -4.26423
C 8.38577 -18.56946 -3.62601
H 10.16089 -20.94122 -6.14265
H 11.82397 -21.56652 -5.79519
H 11.50518 -19.77864 -5.57153
H 8.98715 -18.04918 -2.89501
H 7.59034 -19.04334 -3.04529
H 7.98875 -17.98902 -4.44120
C 7.94893 -20.00353 -8.55687
O 8.99863 -19.02981 -8.65789
C 9.22355 -18.13606 -7.68712
O 8.53214 -18.09908 -6.71802
O 10.25689 -17.40412 -8.00219
C 10.85889 -16.43732 -7.14934
H 6.97781 -19.56322 -8.33645
H 8.20506 -20.73512 -7.71830
H 7.93113 -20.41352 -9.55286
H 10.14072 -15.96802 -6.50015
H 11.30900 -15.71071 -7.83439
H 11.62987 -16.92822 -6.54143
C 4.19267 -15.10601 0.14900
O 5.46445 -14.45213 -0.14478
C 6.45500 -15.22187 -0.60763
O 6.38943 -16.43462 -0.64896
O 7.40730 -14.42439 -1.10900
C 8.55034 -15.12735 -1.49410
H 3.47529 -14.30253 0.26778
H 4.25700 -15.69248 1.09022
H 3.90943 -15.69901 -0.71778
H 8.80309 -15.87775 -0.69418
H 9.37807 -14.43476 -1.65419
H 8.29256 -15.72486 -2.29555
C 8.82095 -23.91287 -6.70367
O 7.97406 -23.13893 -5.90564
H 8.46240 -23.66561 -7.72690
H 9.88002 -23.63806 -6.58673
H 8.78781 -24.94734 -6.46881
H 8.19372 -23.20178 -4.96853
C 12.00341 -16.46718 -3.50397
O 11.37271 -17.68629 -3.29529
H 11.21186 -15.67407 -3.64402
H 12.55742 -16.13865 -2.61333
H 12.68780 -16.63572 -4.34768
H 11.02618 -17.75401 -2.38861

Values from the calculation:
Total charge: 0
Lowest unoccupied orbital energy, eV: 0.51
SMILES string: COC(=O)OC.COC(=O)OC.COC(=O)OC.COC(=O)OC.COC(=O)OC.COC(=O)OC.CO.CO
Frontier orbital gap, Eh: 0.3824

[2]
A structure of composition C20H45IrN2OP3S in a non-equilibrium geometry, computed with ωB97M-V with the def2-TZVPD basis set.

Geometry (Å):
Ir -0.79437 0.74818 -0.14668
P -1.91138 -1.27032 0.30867
P 0.81602 -0.37127 1.48316
P 1.87328 -2.45420 -2.02459
H -1.21877 3.49639 -0.80477
C -1.20610 2.55181 -1.42147
C -2.25409 1.59452 -1.22862
H -3.09721 1.98205 -0.63110
C -3.49451 -0.72125 1.01849
C -1.50900 -2.77427 1.24142
C -2.29979 -1.89426 -1.36093
C 2.25009 0.81200 1.65603
C 0.20743 -0.40437 3.25554
C 1.78966 -1.88784 1.67249
C 1.41617 -2.62104 -3.73666
C 1.46475 -3.87115 -1.05954
C 3.37554 -1.65360 -1.52762
H -0.90487 2.81667 -2.44927
H -2.63779 1.03900 -2.08363
H -3.77646 0.24797 0.59664
H -3.40690 -0.63428 2.10791
H -4.25383 -1.46981 0.76869
H -1.26209 -2.56278 2.28314
H -0.67940 -3.31886 0.78563
H -2.37668 -3.44395 1.23330
H -2.25953 -1.07822 -2.09771
H -3.30766 -2.33851 -1.34307
H -1.56064 -2.65913 -1.64267
H 2.87056 0.48731 2.51887
H 1.91933 1.85659 1.80777
H 2.85902 0.75356 0.73404
H 0.75002 -1.20447 3.78339
H -0.86988 -0.62985 3.30847
H 0.42502 0.55735 3.75090
H 2.50401 -2.02562 0.85522
H 1.16254 -2.78686 1.75359
H 2.38490 -1.83637 2.60329
H 1.68068 -3.64867 -4.04935
H 1.95751 -1.87412 -4.34778
H 0.31862 -2.45227 -3.86553
H 1.93396 -4.70983 -1.60043
H 0.37016 -4.04574 -0.98363
H 1.88762 -3.81795 -0.04179
H 4.13211 -1.94276 -2.27313
H 3.68172 -1.99733 -0.52733
H 3.24515 -0.55514 -1.51166
C 0.49233 0.91361 -3.18273
C 1.29346 2.06707 -2.91469
C 1.98051 2.69768 -3.94435
C 1.86380 2.23068 -5.24397
C 0.96587 1.20271 -5.51928
C 0.27533 0.55576 -4.53772
O 0.05241 0.10247 -2.24635
H 0.97800 -1.47636 -1.63799
H 1.18043 2.49085 -1.90275
H 2.57613 3.59887 -3.71077
H 2.55403 2.59727 -6.00306
H 0.76132 0.94343 -6.54780
H -0.43307 -0.25146 -4.68892
C -2.38592 1.55436 4.75279
N -2.33793 1.92934 3.35897
C -1.21733 2.34347 2.77112
S -1.28228 2.53506 1.08739
N -0.04991 2.68378 3.35910
C 0.03025 3.40879 4.61518
H -1.49410 0.96086 5.00436
H -3.29144 0.96469 4.92439
H -2.40927 2.47518 5.34139
H -3.12176 1.75838 2.71161
H 0.62467 2.97810 2.64127
H 0.92201 4.04022 4.55800
H -0.86717 4.02750 4.75868
H 0.14467 2.68034 5.42845

Values from the calculation:
Total charge: +4
⟨S²⟩: 8.794
Lowest unoccupied orbital energy (spin up / spin down), eV: -10.95 / -15.48
Frontier orbital gap (spin up / spin down), Eh: 0.2903 / 0.1922
Multiplicity: 6

[3]
A structure of composition C20H45N2O2P2Pt in a non-equilibrium geometry, computed with ωB97M-V with the def2-TZVPD basis set.

Geometry (Å):
Pt 0.33197 0.03602 -0.52849
P 0.27737 -2.18948 -0.91709
P 0.27737 2.28962 -0.68709
N 0.48287 0.14242 -2.60079
C 0.33987 -2.28278 -2.77309
H 0.80477 -3.21378 -3.14229
H -0.70383 -2.24538 -3.13429
C 1.07697 -1.02198 -3.23269
H 2.17227 -1.13588 -3.01639
H 1.00107 -0.93908 -4.34129
C 1.07697 1.36532 -3.11019
H 1.00107 1.39632 -4.22139
H 2.17227 1.45642 -2.88339
C 0.33987 2.57242 -2.52379
H -0.70383 2.57222 -2.88689
H 0.80477 3.53632 -2.79569
C 1.78057 3.20852 -0.03859
C 2.10887 2.85562 1.42221
H 3.10677 3.25212 1.68281
H 2.11907 1.76792 1.58881
H 1.37887 3.29932 2.11961
C -1.29873 3.16012 -0.13509
C -1.42013 3.21752 1.39701
H -2.44823 3.50512 1.68301
H -0.73693 3.97482 1.81931
H -1.19013 2.24802 1.86771
C -1.29873 -3.11198 -0.45709
C -1.42013 -3.32598 1.06101
H -2.44823 -3.64138 1.31611
H -1.19013 -2.40968 1.62851
H -0.73693 -4.12248 1.40361
C 1.78057 -3.16988 -0.36609
C 2.10887 -2.96848 1.12321
H 3.10677 -3.38968 1.34181
H 1.37887 -3.48138 1.77151
H 2.11907 -1.90368 1.40031
C 2.08767 0.02992 -0.40999
O 3.26177 0.02832 -0.37759
C -1.58703 4.52522 -0.78209
H -0.91003 5.30812 -0.40519
H -1.49763 4.49392 -1.88079
H -2.62043 4.83582 -0.53989
C -1.58713 -4.40358 -1.24049
H -2.62043 -4.73738 -1.03139
H -1.49763 -4.26008 -2.33019
H -0.91003 -5.22098 -0.94569
C 1.78497 -4.65878 -0.74519
H 2.79557 -5.07848 -0.59029
H 1.08947 -5.23448 -0.11089
H 1.51037 -4.82828 -1.80019
C 1.78497 4.72822 -0.26329
H 1.08947 5.23602 0.42661
H 2.79567 5.12992 -0.06609
H 1.51037 5.00502 -1.29529
H 2.57127 2.76132 -0.67359
H 2.57127 -2.66008 -0.95189
H -2.05933 2.44562 -0.50769
H -2.05933 -2.36308 -0.75459
H -2.52683 -0.20108 -1.72189
H -2.61003 -0.02278 -0.94299
C -0.49713 -0.29788 3.99311
N -1.65633 -0.17028 3.11801
C -2.99553 -0.14708 3.66961
C -1.48253 -0.06938 1.76861
O -0.34623 -0.08088 1.31571
H -0.78443 -0.37028 5.06341
H 0.16657 0.58612 3.87571
H 0.07637 -1.21468 3.73121
H -3.49183 0.81052 3.40841
H -3.58443 -0.99498 3.26111
H -2.98473 -0.23788 4.77791
H -2.33833 0.02502 1.12291

Values from the calculation:
Total charge: +1
⟨S²⟩: 2.011
Lowest unoccupied orbital energy (spin up / spin down), eV: -1.83 / -3.37
Frontier orbital gap (spin up / spin down), Eh: 0.2146 / 0.2708
Multiplicity: 3

Computed values of energy relative to the best compared isomer or geometry (same formula, charge and spin) (unit: eV) for the preceding records, in sequence: 0.000; 1.957; 2.087.
Computed values of total energy (unit: Ha) for the preceding records, in sequence: -2293.2065; -2498.6751; -1850.7296.